#A
This record from the OMol25 dataset describes a structure of composition C3H3NOS2. The level of theory is wB97M-V/def2-TZVPD.

## Properties
E_HOMO   -7.76 eV
Frontier orbital gap   7.69 eV

Each line ends with the Mulliken charge.
Positions of all 10 atoms, in Å:
C: 0.264 1.376 -0.411  -0.109
C: -0.894 1.316 0.262  -0.412
C: -0.026 -1.099 0.191  0.271
N: 1.060 0.289 -0.492  -0.412
O: -0.266 -3.445 1.086  -0.532
S: -1.403 -0.298 0.760  -0.050
S: 0.643 -2.608 0.284  0.280
H: 0.621 2.300 -0.848  0.354
H: -1.536 2.137 0.511  0.343
H: 1.537 0.033 -1.342  0.266

***

#B
This record from the OMol25 dataset describes an isolated molecule of C3H3NOS2. The level of theory is wB97M-V/def2-TZVPD.

## Properties
SMILES   S=C1OCC=NS1
E_HOMO   -8.86 eV
Frontier orbital gap   8.83 eV

Each line ends with the Mulliken charge.
Positions of all 10 atoms, in Å:
C: -1.572 -0.440 -0.031  0.338
C: 0.461 0.885 0.303  -0.314
C: 1.255 -0.284 -0.279  0.113
H: 0.699 0.951 1.372  0.262
H: 0.796 1.853 -0.244  0.260
H: 2.193 0.073 -0.806  0.310
N: 0.932 -1.497 -0.336  -0.440
O: -0.954 0.746 -0.055  -0.288
S: -3.179 -0.420 -0.138  -0.272
S: -0.632 -1.867 0.213  0.031

***

Relative calculated energies, zero for the most stable structure, unit hartree: #A 0.0625; #B 0.0000.

***

#A
This record from the OMol25 dataset describes a cluster of 3 separate species, C3H12O3 in total. The level of theory is wB97M-V/def2-TZVPD.

## Properties
SMILES   CC(C)O.O.O
E_HOMO   -10.69 eV
Frontier orbital gap   11.20 eV

Each line ends with the Mulliken charge.
Positions of all 18 atoms, in Å:
C: -0.577 -0.381 -1.266  -1.164
C: 0.649 0.414 -0.752  0.394
C: 0.378 1.092 0.672  -1.148
O: 1.720 -0.596 -0.614  -0.611
H: -0.392 -1.375 -1.486  0.391
H: -1.329 -0.480 -0.440  0.246
H: -0.968 0.270 -2.043  0.267
H: 0.837 1.238 -1.459  0.314
H: -0.184 2.079 0.681  0.315
H: -0.357 0.448 1.163  0.264
H: 1.236 1.165 1.312  0.342
H: 2.609 -0.214 -0.927  0.317
H: -3.415 2.242 2.683  0.313
H: -4.278 1.212 2.221  0.322
O: -4.320 2.220 2.335  -0.635
H: 2.578 -3.877 -0.882  0.302
H: 2.749 -2.311 -0.707  0.384
O: 3.066 -3.147 -0.492  -0.612

***

#B
This record from the OMol25 dataset describes a cluster of 4 separate species, C3H12O3 in total. The level of theory is wB97M-V/def2-TZVPD.

## Properties
SMILES   C=CC.O.O.O
E_HOMO   -9.26 eV
Frontier orbital gap   9.93 eV

Each line ends with the Mulliken charge.
Positions of all 18 atoms, in Å:
C: 0.469 -0.560 -1.531  -0.967
C: 0.283 -1.864 -0.954  -0.124
C: 0.463 -2.299 0.332  -0.483
H: 1.376 -0.850 -2.187  0.300
H: 0.861 0.169 -0.883  0.273
H: -0.279 -0.129 -2.213  0.342
H: -0.197 -2.556 -1.716  0.249
H: 0.329 -3.366 0.606  0.286
H: 1.039 -1.532 0.965  0.144
H: 0.513 1.704 1.660  0.397
H: 0.561 0.987 3.109  0.286
O: 0.453 0.800 2.137  -0.648
H: -0.936 2.495 0.446  0.362
H: -0.085 3.256 -0.509  0.335
O: -0.234 3.208 0.472  -0.702
H: -1.721 -0.365 -0.479  0.298
H: -1.304 0.397 0.840  0.339
O: -1.591 0.505 -0.095  -0.686

***

Relative calculated energies, zero for the most stable structure, unit hartree: #A 0.0000; #B 0.0027.

***

#A
This record from the OMol25 dataset describes a cluster of 10 separate species, C20H60O10 in total. The level of theory is wB97M-V/def2-TZVPD.

## Properties
SMILES   CCO.CCO.CCO.CCO.CCO.CCO.CCO.CCO.CCO.CCO
E_HOMO   -9.54 eV
Frontier orbital gap   10.04 eV

Each line ends with the Mulliken charge.
Positions of all 90 atoms, in Å:
C: -1.047 1.685 3.695  -0.395
C: -1.250 3.150 3.515  -0.408
O: -1.079 3.579 2.172  -0.442
H: -1.453 1.233 4.599  0.390
H: 0.010 1.440 3.570  0.037
H: -1.518 1.165 2.856  -0.055
H: -0.664 3.657 4.284  0.354
H: -2.259 3.447 3.822  0.282
H: -1.582 2.985 1.608  0.234
C: -2.187 -1.209 -4.269  -0.787
C: -1.235 -2.177 -4.939  -0.235
O: -1.827 -3.446 -5.087  -0.570
H: -3.179 -1.241 -4.726  0.483
H: -1.881 -0.176 -4.442  0.359
H: -2.322 -1.364 -3.199  -0.119
H: -0.294 -2.150 -4.386  0.147
H: -1.137 -1.831 -5.973  0.440
H: -1.175 -4.024 -5.493  0.318
C: 2.347 5.268 -0.061  -0.666
C: 3.093 5.498 1.241  -0.203
O: 4.495 5.385 1.089  -0.581
H: 2.502 4.249 -0.423  -0.068
H: 2.732 5.869 -0.888  0.351
H: 1.275 5.467 -0.104  0.332
H: 2.985 4.838 2.105  0.303
H: 3.048 6.558 1.506  0.220
H: 4.711 4.444 1.145  0.342
C: 4.291 -0.277 -2.094  -0.990
C: 2.968 -0.815 -2.717  -0.222
O: 2.145 -1.312 -1.671  -0.359
H: 5.128 -0.134 -2.775  0.387
H: 4.543 -0.979 -1.298  0.242
H: 4.082 0.669 -1.592  0.102
H: 3.101 -1.640 -3.418  0.314
H: 2.351 -0.012 -3.127  0.342
H: 1.339 -0.780 -1.680  0.241
C: 0.523 -1.968 4.416  -1.106
C: -0.191 -2.554 3.203  -0.154
O: -0.974 -1.558 2.602  -0.406
H: 1.166 -1.145 4.106  0.152
H: 1.055 -2.736 4.982  0.415
H: -0.181 -1.658 5.191  0.281
H: -0.902 -3.263 3.639  0.240
H: 0.505 -3.075 2.545  0.333
H: -1.177 -1.692 1.672  0.174
C: 1.164 1.547 -0.319  -1.206
C: -0.323 1.104 -0.593  0.215
O: -0.388 -0.128 -1.315  -0.260
H: 1.627 0.812 0.342  0.190
H: 1.007 2.464 0.248  0.447
H: 1.761 1.589 -1.227  0.224
H: -0.761 1.898 -1.201  0.214
H: -0.927 1.068 0.315  -0.038
H: -0.976 -0.768 -0.899  0.082
C: -0.593 -5.294 -2.031  -1.433
C: 0.253 -4.052 -2.129  0.936
O: 1.119 -3.939 -1.031  -0.598
H: 0.065 -6.165 -2.035  0.402
H: -1.225 -5.433 -2.910  0.307
H: -1.200 -5.321 -1.126  0.292
H: -0.442 -3.211 -2.216  -0.577
H: 0.904 -4.126 -3.006  0.378
H: 1.351 -3.002 -1.051  0.380
C: -3.991 -3.554 0.680  -1.353
C: -3.541 -2.221 0.208  -0.286
O: -2.313 -2.256 -0.504  0.012
H: -3.162 -4.014 1.223  0.269
H: -4.229 -4.262 -0.118  0.337
H: -4.847 -3.537 1.354  0.391
H: -3.450 -1.665 1.147  0.244
H: -4.349 -1.630 -0.232  0.324
H: -2.450 -2.733 -1.330  -0.018
C: 3.876 1.322 2.391  -0.633
C: 4.932 2.397 2.306  -0.449
O: 5.317 2.754 0.983  -0.568
H: 3.936 0.559 1.610  0.209
H: 2.862 1.694 2.241  0.004
H: 4.060 0.695 3.264  0.428
H: 5.791 1.906 2.781  0.374
H: 4.936 3.274 2.958  0.405
H: 6.178 2.372 0.807  0.264
C: -3.862 1.216 -0.962  -0.306
C: -5.170 1.719 -0.426  -0.473
O: -5.906 0.568 -0.047  -0.476
H: -4.010 0.775 -1.948  0.232
H: -3.302 0.588 -0.273  -0.159
H: -3.316 2.158 -1.073  0.317
H: -5.882 2.242 -1.069  0.301
H: -4.867 2.388 0.387  0.326
H: -6.538 0.834 0.628  0.278

***

#B
This record from the OMol25 dataset describes a cluster of 10 separate species, C20H60O10 in total. The level of theory is wB97M-V/def2-TZVPD.

## Properties
SMILES   CCO.CCO.CCO.CCO.CCO.CCO.CCO.CCO.CCO.CCO
E_HOMO   -9.64 eV
Frontier orbital gap   9.98 eV

Each line ends with the Mulliken charge.
Positions of all 90 atoms, in Å:
C: 1.471 3.140 -3.162  -1.100
C: 2.714 2.318 -3.064  0.082
O: 2.953 1.422 -4.133  -0.553
H: 1.141 3.657 -2.261  0.231
H: 0.711 2.444 -3.517  0.259
H: 1.527 3.857 -3.981  0.419
H: 2.624 1.715 -2.161  -0.018
H: 3.587 2.971 -3.090  0.404
H: 3.862 1.131 -4.241  0.305
C: -1.465 4.613 -0.172  -0.938
C: -2.912 4.534 0.197  0.488
O: -2.916 4.955 1.506  -0.586
H: -1.016 5.603 -0.238  0.417
H: -1.327 4.204 -1.173  0.253
H: -0.874 4.105 0.590  0.171
H: -3.100 3.462 0.260  -0.469
H: -3.651 5.060 -0.407  0.298
H: -3.111 4.301 2.181  0.432
C: -0.616 -3.898 1.480  -1.082
C: -2.044 -3.298 1.141  -0.254
O: -2.282 -2.019 1.635  -0.446
H: -0.427 -4.911 1.124  0.364
H: -0.444 -4.075 2.542  0.334
H: 0.123 -3.156 1.174  0.219
H: -2.846 -3.929 1.523  0.461
H: -2.117 -3.380 0.057  0.216
H: -1.742 -1.323 1.253  -0.010
C: 1.305 -0.473 5.333  -1.182
C: 0.060 -0.768 4.442  0.527
O: -1.021 -0.252 5.067  -0.546
H: 1.251 -1.168 6.170  0.322
H: 1.168 0.562 5.646  0.336
H: 2.255 -0.549 4.804  0.272
H: -0.104 -1.823 4.227  0.134
H: 0.124 -0.217 3.503  -0.176
H: -1.744 -0.807 4.766  0.324
C: -4.120 1.368 2.477  -0.396
C: -3.976 2.113 3.777  -0.322
O: -3.066 3.160 3.473  -0.566
H: -3.158 1.014 2.109  -0.183
H: -4.602 2.044 1.771  0.253
H: -4.830 0.541 2.435  0.449
H: -3.590 1.564 4.636  0.246
H: -4.893 2.464 4.251  0.272
H: -2.270 3.141 4.010  0.249
C: 1.014 -4.501 -1.502  -0.454
C: 2.409 -4.950 -1.328  -0.378
O: 3.292 -3.906 -1.531  -0.570
H: 0.450 -5.327 -1.070  0.271
H: 0.869 -4.378 -2.576  0.406
H: 0.704 -3.565 -1.038  -0.191
H: 2.762 -5.772 -1.952  0.292
H: 2.602 -5.297 -0.313  0.295
H: 3.370 -3.779 -2.479  0.323
C: 1.395 -1.504 -4.606  -0.767
C: 2.897 -1.904 -4.370  -0.075
O: 2.951 -3.322 -4.244  -0.576
H: 0.863 -1.827 -3.711  0.040
H: 0.987 -2.003 -5.485  0.444
H: 1.244 -0.434 -4.749  0.217
H: 3.182 -1.430 -3.431  0.148
H: 3.564 -1.497 -5.130  0.298
H: 2.826 -3.760 -5.089  0.297
C: -0.160 -0.311 -1.027  -0.082
C: -0.001 0.739 0.087  -0.218
O: -1.013 0.537 1.056  0.179
H: -1.130 -0.250 -1.521  0.003
H: -0.172 -1.307 -0.585  -0.294
H: 0.712 -0.137 -1.658  0.220
H: 0.091 1.716 -0.389  0.105
H: 0.981 0.495 0.493  0.201
H: -0.948 1.230 1.718  0.016
C: 4.662 1.702 1.919  -1.077
C: 4.357 0.247 1.501  0.262
O: 5.588 -0.239 1.153  -0.546
H: 5.117 1.671 2.909  0.323
H: 3.691 2.130 2.167  0.320
H: 5.204 2.327 1.208  0.314
H: 3.592 0.192 0.726  -0.070
H: 3.904 -0.410 2.243  0.193
H: 5.541 -1.109 0.750  0.302
C: -3.875 0.513 -2.814  -1.231
C: -3.900 0.742 -1.298  0.263
O: -3.730 -0.445 -0.478  -0.579
H: -4.235 -0.488 -3.054  0.321
H: -2.859 0.334 -3.168  0.187
H: -4.321 1.335 -3.374  0.370
H: -4.853 1.215 -1.058  0.487
H: -3.184 1.515 -1.018  -0.089
H: -3.050 -0.208 0.158  0.189

***

Relative calculated energies, zero for the most stable structure, unit hartree: #A 0.0000; #B 0.0167.

***

#A
This record from the OMol25 dataset describes a cluster of 2 separate species, C2HF3O2 in total. The level of theory is wB97M-V/def2-TZVPD.

## Properties
E_HOMO (alpha / beta)   -9.75 / -9.75 eV
Frontier orbital gap (alpha / beta)   8.04 / 8.03 eV

Each line ends with the Mulliken charge.
Positions of all 8 atoms, in Å:
C: -0.866 -0.657 -0.131  0.312
C: -1.045 0.631 -0.055  0.403
O: 2.049 -0.218 0.581  -0.219
O: 1.368 -1.190 0.006  -0.293
F: -1.582 -1.724 -0.222  -0.167
F: -2.223 1.261 -0.078  -0.218
F: -0.060 1.507 0.022  -0.167
H: 2.358 0.389 -0.122  0.349

***

#B
This record from the OMol25 dataset describes an isolated molecule of C2HF3O2. The level of theory is wB97M-V/def2-TZVPD.

## Properties
SMILES   OOC(F)=C(F)F
E_HOMO   -9.00 eV
Frontier orbital gap   9.44 eV

Each line ends with the Mulliken charge.
Positions of all 8 atoms, in Å:
C: 2.027 -0.409 0.000  0.408
C: 3.215 0.195 0.000  0.365
O: -0.257 -0.560 0.000  -0.316
O: 0.871 0.295 0.000  -0.153
F: 1.934 -1.732 0.000  -0.212
F: 4.374 -0.451 0.000  -0.222
F: 3.377 1.513 0.000  -0.214
H: -0.992 0.070 0.000  0.343

***

#C
This record from the OMol25 dataset describes a cluster of 2 separate species, C2HF3O2 in total. The level of theory is wB97M-V/def2-TZVPD.

## Properties
E_HOMO (alpha / beta)   -10.97 / -10.97 eV
Frontier orbital gap (alpha / beta)   9.41 / 9.41 eV

Each line ends with the Mulliken charge.
Positions of all 8 atoms, in Å:
C: -2.528 -0.189 0.243  0.511
C: -1.049 0.232 0.360  0.816
O: -3.486 0.319 0.697  -0.408
O: -0.046 -0.449 0.015  -0.342
F: -2.486 -1.409 -0.306  -0.190
F: -1.833 0.982 -1.598  -0.644
F: -0.723 1.307 0.963  -0.149
H: 0.874 -0.189 0.113  0.406

***

Relative calculated energies, zero for the most stable structure, unit hartree: #A 0.1984; #B 0.0691; #C 0.0000.